No. 1
18
Properties=species:S:1:pos:R:3 method="wB97M-V/def2-TZVPD" lumo_energy_ha=0.0326 de_lowest_ev=7.285 gap_ev=10.41
C 1.49226 -1.46209 0.04309
C 0.01871 -0.37651 -0.70698
C 0.61868 -0.37671 0.62718
C -0.66466 -0.37538 1.35542
C -0.74439 2.05916 0.01702
C -0.85506 0.85770 -0.79317
H 1.16369 -2.49674 0.58554
H 2.53109 -1.66489 0.49478
H 1.82885 -0.12784 -1.52006
H -0.85214 -1.04527 -0.90318
H 1.07438 0.59468 0.75011
H -0.43362 -0.30246 2.46828
H -1.05827 -1.39706 1.03358
H 0.27165 2.46344 0.33880
H -1.36027 3.18372 0.03343
H -1.59236 0.65572 -1.63079
N 1.34992 -1.12299 -1.35262
N -1.45939 0.86295 0.65178

No. 2
156
Properties=species:S:1:pos:R:3 method="wB97M-V/def2-TZVPD" lumo_energy_ha=-0.0729 total_charge=+1 gap_ev=7.18
C -17.95284 -6.46275 -7.21666
C -17.52139 -5.46370 -6.15234
C -16.03857 -5.66676 -5.75451
C -15.72087 -6.75360 -4.69491
N -14.21053 -6.87658 -4.36919
C -14.01704 -7.71544 -3.06732
C -12.71823 -7.15810 -2.49711
C -12.52240 -5.75386 -2.96347
C -13.74744 -5.50916 -3.84420
C -13.21609 -7.26005 -5.53271
C -13.45480 -8.67839 -6.17375
C -12.52528 -9.10129 -7.24345
H -17.51509 -6.25963 -8.19401
H -19.04065 -6.45036 -7.28444
H -17.71579 -7.46937 -6.87224
H -18.08470 -5.69282 -5.24776
H -17.83828 -4.44904 -6.39344
H -15.63948 -4.74208 -5.33762
H -15.41959 -5.87785 -6.62652
H -15.98994 -7.78606 -4.91789
H -16.18929 -6.57122 -3.72774
H -14.01536 -8.75699 -3.38867
H -14.87785 -7.37188 -2.49367
H -11.85315 -7.76576 -2.76259
H -12.64805 -7.13134 -1.40969
H -11.58898 -5.81132 -3.52339
H -12.41546 -4.99299 -2.19032
H -13.36133 -4.84916 -4.62099
H -14.53334 -5.13658 -3.18719
H -12.18001 -7.23682 -5.19491
H -13.45068 -6.54639 -6.32251
H -14.49869 -8.63724 -6.48474
H -13.34379 -9.42933 -5.39153
H -12.40300 -8.26528 -7.93209
H -12.86150 -9.74011 -8.06012
H -11.56091 -9.47876 -6.90345
C -8.35650 -11.45513 -17.01850
Br -9.24700 -10.87904 -18.66606
Br -8.48503 -13.44206 -17.09912
Br -9.25450 -10.79658 -15.40296
H -7.31940 -11.12332 -17.06760
C -20.60733 1.28692 -3.34796
Br -18.76729 0.81820 -2.73645
Br -20.48816 2.78168 -4.66836
Br -21.84958 1.94468 -1.91901
H -21.04259 0.40220 -3.81262
C -27.13456 -3.42754 -9.63230
Br -26.21058 -4.30365 -11.24475
Br -25.90123 -2.80957 -8.26059
Br -28.62532 -4.42214 -8.85336
H -27.66244 -2.52078 -9.92764
C -6.98091 -13.29526 -1.93621
Br -6.78350 -12.57870 -3.80164
Br -8.79258 -14.02074 -1.56871
Br -6.46005 -11.95563 -0.52885
H -6.19512 -14.01934 -1.72095
C -7.30796 -5.22569 -10.48186
C -8.26403 -4.50638 -9.69236
C -9.26013 -3.84951 -10.35077
C -9.47309 -3.90850 -11.71392
C -8.64571 -4.78544 -12.39805
C -7.46577 -5.31561 -11.83899
O -6.67758 -6.01275 -12.60313
O -10.17371 -3.12318 -9.59084
H -6.59492 -5.89548 -10.02429
H -8.15782 -4.61498 -8.62309
H -10.20374 -3.37907 -12.30744
H -8.84310 -4.95770 -13.44579
H -6.07261 -6.59179 -12.13376
H -10.86410 -2.69371 -10.10125
C -22.25715 -4.55607 2.59431
C -21.88070 -5.55534 1.74415
C -22.55918 -5.76002 0.57345
C -23.62052 -4.97548 0.20244
C -24.15249 -4.10661 1.15960
C -23.45758 -3.92022 2.36053
O -23.82620 -3.01603 3.30562
O -21.97138 -6.64894 -0.29704
H -21.67059 -4.27431 3.45626
H -21.10824 -6.21441 2.11201
H -24.03891 -5.20522 -0.76636
H -25.18302 -3.78463 1.18650
H -24.42129 -2.33874 2.97587
H -22.52093 -7.43566 -0.32248
C -25.84559 5.45735 -10.57071
C -24.92842 4.98339 -11.55474
C -24.13833 3.91406 -11.28639
C -24.12098 3.34990 -10.05060
C -24.99171 3.75533 -8.99938
C -25.83805 4.79699 -9.31184
O -26.54903 5.35266 -8.32596
O -23.21641 3.56587 -12.26274
H -26.39610 6.37975 -10.68265
H -24.79839 5.51596 -12.48525
H -23.47335 2.49371 -9.93265
H -24.90050 3.29355 -8.02735
H -26.38448 5.14467 -7.40332
H -23.52254 3.70800 -13.16145
C -17.52232 -14.65460 -7.46696
C -18.21282 -14.95869 -8.56912
C -19.54727 -14.66754 -8.63264
C -20.25186 -13.95791 -7.68227
C -19.53803 -13.69881 -6.51975
C -18.20817 -14.16910 -6.31262
O -17.42461 -13.87167 -5.19864
O -20.38977 -15.06553 -9.61072
H -16.50730 -15.01803 -7.40332
H -17.70715 -15.55010 -9.31808
H -21.31284 -13.75883 -7.71562
H -20.08118 -13.19201 -5.73583
H -18.09218 -13.88778 -4.50894
H -19.72634 -15.32601 -10.25385
C -12.28784 -13.27888 4.14435
C -13.11627 -12.11300 4.01691
C -12.70304 -10.94019 4.53718
C -11.42575 -10.77955 5.11701
C -10.63055 -11.90171 5.21742
C -11.06494 -13.10686 4.73101
O -10.33587 -14.23824 4.99011
O -13.46219 -9.81509 4.44604
H -12.63752 -14.22894 3.76818
H -14.12148 -12.22525 3.63831
H -11.08465 -9.80687 5.43943
H -9.62398 -11.78202 5.59010
H -10.83234 -15.05858 4.94336
H -13.87328 -9.78051 5.31288
C -27.25503 -12.56212 -4.88146
C -27.92525 -12.63162 -6.08520
C -27.55393 -11.92289 -7.13470
C -26.51646 -10.94120 -7.00342
C -25.85468 -10.77733 -5.77988
C -26.25135 -11.60351 -4.71834
O -25.50788 -11.67945 -3.58271
O -28.05251 -12.25258 -8.35328
H -27.54709 -13.19140 -4.05375
H -28.69576 -13.38142 -6.18787
H -26.27726 -10.37878 -7.89385
H -25.06712 -10.03840 -5.76861
H -25.50368 -12.55436 -3.18758
H -28.90001 -12.68220 -8.21626
C -17.03405 0.83473 -11.43714
O -15.99881 0.26483 -11.15348
N -18.08651 0.21134 -11.73196
N -17.07978 2.08237 -11.83946
H -18.84982 0.77241 -12.08219
H -17.87739 -0.74934 -11.96322
H -16.18402 2.52913 -11.97412
H -17.91376 2.48439 -12.24314
C -9.00969 -2.26045 5.28031
O -9.95548 -2.94610 4.89724
N -7.79219 -2.71077 5.41736
N -9.19104 -1.02585 5.54792
H -7.67802 -3.70234 5.26291
H -7.02723 -2.19232 5.82496
H -8.42420 -0.41662 5.79470
H -10.12511 -0.64949 5.47052

No. 3
11
Properties=species:S:1:pos:R:3 method="wB97M-V/def2-TZVPD" lumo_energy_ha=0.0217 smiles="Br[C@H]1CC12C=C2" de_lowest_ev=3.514 gap_ev=9.67
C 0.97051 1.01595 -0.03595
C -0.11649 0.17738 -0.61048
C -0.05523 -1.30818 -0.63435
C 0.43056 1.38035 -1.15690
C -0.96563 -0.42455 0.15330
Br -2.99363 -0.02864 -0.06071
H 1.37395 1.53592 0.79272
H -0.42176 -1.76946 -1.57549
H 0.63339 -1.75701 0.06443
H 0.51835 1.68211 -2.23109
H -0.81178 -0.43832 1.22518

No. 4
13
Properties=species:S:1:pos:R:3 method="wB97M-V/def2-TZVPD" lumo_energy_ha=-0.1255 total_charge=+1 de_lowest_ev=0.490 gap_ev=12.60
Li 0.29995 -0.01762 -0.30994
O -0.16259 1.89124 -0.44488
H -0.42892 2.58557 0.15931
H -0.58172 2.20458 -1.29453
O -0.15758 -1.13407 -1.91321
H -0.91126 -1.25166 -2.46652
H 0.49587 -1.51893 -2.38973
O -1.22919 -0.71312 0.94646
H -1.92045 -0.02173 1.15195
H -1.14162 -1.29997 1.71381
O 1.66369 -0.35082 1.38340
H 1.52377 -0.17029 2.32786
H 2.55005 -0.20316 1.13603

No. 5
11
Properties=species:S:1:pos:R:3 method="wB97M-V/def2-TZVPD" lumo_energy_ha=-0.0151 de_lowest_ev=6.509 gap_ev=8.13
C 0.50076 0.20568 -0.43118
C -0.22922 -0.91063 -1.28741
H -0.47979 2.82581 1.89813
H 1.31188 1.39745 1.57419
H 1.43619 -0.36420 0.07957
H 0.45897 -1.69276 -1.66004
H -0.88673 -0.69954 -2.11853
H -1.13435 -2.77021 0.85759
N 0.48672 2.22324 1.01866
N 0.08303 1.43459 -0.02842
S -1.54744 -1.64942 0.09743

no.,highest occupied orbital energy (hartree),electronic energy (hartree)
1,-0.350,-343.869013
2,-0.337,-34277.583016
3,-0.334,-2767.325659
4,-0.589,-313.153634
5,-0.314,-587.264795